Entry from OMol25: C5H12O2 in the gas phase (ωB97M-V/def2-TZVPD).

The geometry in XYZ format:
```
19
Properties=species:S:1:pos:R:3:forces:R:3:nbo_charge:R:1
H 0.0675 2.4928 -0.5531 -0.08 -0.11 0.05 0.220
C 1.2709 0.1183 -0.5757 -0.01 0.03 0.02 -0.444
H -0.8457 0.0638 -0.9861 0.09 0.03 0.09 0.160
C -1.7065 -0.3421 1.5261 -0.22 0.01 0.11 -0.250
O 1.2533 -2.3399 -0.5137 -0.22 -0.06 0.19 -0.726
C -0.1786 0.3752 -0.1610 0.05 0.14 -0.21 0.099
H -1.5269 2.0840 0.0781 0.15 -0.04 0.07 0.213
H 1.8960 0.1356 0.3259 -0.06 0.04 -0.11 0.219
H 0.5091 -2.1340 0.0709 0.12 -0.06 0.01 0.482
C -0.4610 1.8473 0.1541 0.00 0.04 0.03 -0.647
H 0.8245 -1.2120 -2.2086 0.07 -0.04 0.17 0.146
H -1.8537 0.6603 1.9482 -0.01 -0.16 -0.05 0.171
H -0.1222 2.1043 1.1635 0.04 -0.06 -0.13 0.217
H 2.5083 -1.2627 -1.6748 -0.15 -0.01 0.07 0.177
O -0.4253 -0.4791 0.9562 0.04 -0.01 -0.01 -0.559
C 1.4745 -1.2021 -1.3145 0.12 0.32 -0.27 -0.051
H -2.5037 -0.5342 0.7921 0.12 0.00 0.06 0.166
H -1.7783 -1.0719 2.3353 -0.01 0.07 -0.14 0.198
H 1.6030 0.9347 -1.2280 -0.05 -0.12 0.05 0.211
```
Positions in Å, forces in eV/Å.

As for the structure (SMILES): CO[C@@H](C)CCO. The total charge is 0. Its spin multiplicity is 1. As for the HOMO energy: -9.95 eV.



Entry from OMol25: C5H12O2 in the gas phase (ωB97M-V/def2-TZVPD).

The geometry in XYZ format:
```
19
Properties=species:S:1:pos:R:3:forces:R:3:nbo_charge:R:1
H 2.3652 0.7108 1.0017 -0.04 -0.12 0.12 0.225
C -1.3561 -0.1547 -0.6735 0.01 0.02 0.06 -0.421
H -0.1792 -0.7729 1.8584 0.03 0.13 -0.14 0.162
O 0.9211 0.5881 -0.9950 -0.03 0.28 0.03 -0.722
H -1.9909 -0.8421 -0.0981 0.15 0.07 -0.05 0.202
H -0.7825 0.2178 -2.7182 -0.16 -0.10 0.03 0.222
H 0.4500 -1.3013 -0.4513 0.00 0.13 -0.01 0.174
H 0.7287 1.4733 -0.6501 0.10 -0.06 -0.17 0.471
O -0.1567 1.2794 1.5202 0.05 0.12 0.26 -0.738
H 2.0743 0.0060 2.6137 -0.09 -0.01 -0.11 0.202
C 1.8562 -0.0902 1.5441 0.03 -0.01 0.03 -0.637
H -1.7043 0.8605 -0.4449 0.06 -0.14 -0.04 0.211
H 0.1617 1.5609 2.3866 -0.07 0.00 -0.16 0.473
H 2.2736 -1.0400 1.1931 -0.08 0.09 0.11 0.219
C 0.3595 -0.0231 1.2556 0.10 -0.27 -0.11 0.077
C 0.1019 -0.2833 -0.2299 -0.07 -0.21 0.06 0.085
C -1.4661 -0.4373 -2.1709 -0.02 -0.03 -0.05 -0.609
H -2.4805 -0.2801 -2.5492 0.11 -0.03 0.09 0.207
H -1.1761 -1.4720 -2.3926 -0.07 0.14 0.03 0.198
```
Positions in Å, forces in eV/Å.

As for the structure (SMILES): CC[C@@H](O)[C@@H](C)O. The total charge is 0. Its spin multiplicity is 1. As for the HOMO energy: -10.14 eV.



Entry from OMol25: C5H12O2 in the gas phase (ωB97M-V/def2-TZVPD).

The geometry in XYZ format:
```
19
Properties=species:S:1:pos:R:3:forces:R:3:nbo_charge:R:1
H 1.1346 -2.3218 -0.3164 -0.14 0.06 0.00 0.211
C 1.9736 -0.0061 1.1159 0.22 -0.03 0.03 -0.251
H 0.6914 0.0253 -1.0748 -0.06 -0.04 0.11 0.165
H -0.4896 -2.3941 0.4002 0.06 0.07 -0.09 0.215
O -0.7918 2.3633 0.4687 0.11 0.02 0.15 -0.736
H -1.9092 -0.1506 0.5030 0.08 0.02 -0.09 0.214
C 0.0681 -0.4187 -0.2782 -0.09 -0.06 -0.20 0.099
C -1.3940 1.6489 -0.5864 -0.22 -0.17 -0.32 -0.051
H -2.4379 1.9793 -0.6539 0.14 -0.06 -0.02 0.174
H -1.8465 -0.3465 -1.2536 0.09 0.10 0.11 0.214
H -0.2893 -2.2523 -1.3605 0.06 0.05 0.13 0.215
H 2.3617 -1.0323 1.1589 -0.07 0.14 -0.04 0.171
H -0.1636 1.7581 0.8923 -0.07 0.10 0.00 0.486
H -0.9158 1.9003 -1.5502 -0.02 -0.02 0.18 0.147
C 0.1126 -1.9372 -0.3918 0.02 -0.05 0.00 -0.635
C -1.3513 0.1326 -0.3989 0.01 0.00 0.04 -0.446
H 2.4588 0.5280 0.2861 -0.04 -0.08 0.10 0.170
O 0.5697 0.0264 0.9852 -0.05 0.03 0.03 -0.562
H 2.2184 0.4972 2.0546 -0.02 -0.08 -0.14 0.199
```
Positions in Å, forces in eV/Å.

As for the structure (SMILES): CO[C@@H](C)CCO. The total charge is 0. Its spin multiplicity is 1. As for the HOMO energy: -9.83 eV.



Entry from OMol25: a gas-phase ion, C5H12O2 (charge +1) (ωB97M-V/def2-TZVPD).

The geometry in XYZ format:
```
19
Properties=species:S:1:pos:R:3:forces:R:3:nbo_charge:R:1
H 3.0857 1.2072 2.3545 -0.09 0.09 -0.28 0.509
C 0.7494 0.5703 0.4915 -1.07 0.03 0.72 -0.373
H 1.2424 -1.4794 0.0042 0.25 -0.26 0.07 0.252
H -2.2800 -0.2318 -0.3121 0.20 0.36 0.13 0.189
H 1.5755 -0.3158 2.4213 0.11 -0.24 -0.25 0.198
C 0.3801 -0.8472 0.1781 -0.04 0.00 0.12 -0.373
H 0.2061 -0.7521 -2.0853 -0.01 0.64 0.32 0.249
H -0.1560 1.1875 0.5005 0.42 0.33 -0.29 0.243
C -1.7212 -0.1352 -1.2486 -0.18 -0.58 -0.20 -0.082
H 0.4922 1.0078 2.7494 -0.71 0.09 -0.67 0.245
H 1.5686 0.9894 -0.0859 -0.29 -0.04 -0.30 0.257
O 2.2598 1.5869 2.0048 -0.27 -0.56 0.37 -0.518
H -0.6074 -1.9717 -1.3059 -0.13 -0.37 0.35 0.248
H -1.5989 0.8854 -1.5892 0.01 0.21 0.27 0.216
H -2.7367 -1.6557 -1.9517 -0.07 0.27 -0.14 0.486
H -0.2445 -1.3112 0.9478 0.09 0.23 -0.04 0.228
C -0.4021 -0.9065 -1.1855 0.29 -0.42 -0.80 -0.369
C 1.2260 0.6349 2.0300 1.54 0.46 0.68 -0.041
O -2.4238 -0.7934 -2.2739 -0.04 -0.23 -0.07 -0.564
```
Positions in Å, forces in eV/Å.

The total charge is +1. Its spin multiplicity is 2. As for the HOMO energy (alpha / beta): -15.27 / -13.71 eV.



We obtain ΔE to the lowest compared entry with this formula, charge and spin values of 109.2 56.2 103.0 126.4 kJ/mol for the records listed above, in that order.
We obtain maximum force values of 0.43 0.31 0.43 1.75 eV Å⁻¹ for the records listed above, in that order.